{
  "formula": "C24H28N7O3PS5V",
  "method": "ωB97M-V/def2-TZVPD",
  "elements": ["V", "N", "C", "C", "N", "C", "C", "N", "C", "C", "N", "H", "H", "H", "H", "H", "H", "O", "C", "C", "C", "C", "C", "C", "N", "H", "H", "H", "H", "H", "H", "H", "C", "C", "O", "P", "S", "S", "O", "C", "C", "H", "H", "H", "H", "H", "H", "H", "H", "H", "H", "S", "C", "S", "C", "N", "N", "C", "C", "C", "C", "C", "C", "S", "H", "H", "H", "H", "H"],
  "positions_angstrom": [[-1.708, -0.157, 0.398], [1.929, 1.347, 1.857], [2.575, 0.398, 1.110], [1.604, -0.319, 0.480], [0.377, 0.198, 0.803], [0.608, 1.210, 1.615], [-0.539, 1.908, 2.148], [-1.744, 1.440, 1.872], [-2.641, 2.276, 2.491], [-1.965, 3.256, 3.145], [-0.625, 3.009, 2.916], [2.380, 2.151, 2.257], [3.647, 0.338, 1.066], [1.714, -1.150, -0.195], [-3.702, 2.109, 2.425], [-2.300, 4.090, 3.734], [0.141, 3.590, 3.210], [-2.075, 1.447, -1.045], [-1.240, 1.305, -2.201], [-1.044, -0.148, -2.538], [-0.746, -0.575, -3.819], [-0.485, -1.917, -4.035], [-0.567, -2.797, -2.968], [-0.904, -2.301, -1.723], [-1.131, -1.001, -1.506], [-3.001, 1.350, -1.298], [-0.288, 1.780, -1.935], [-1.663, 1.850, -3.045], [-0.683, 0.145, -4.624], [-0.214, -2.271, -5.021], [-0.373, -3.852, -3.094], [-0.998, -2.947, -0.860], [-6.355, -4.434, 2.411], [-5.872, -3.118, 1.854], [-4.435, -3.079, 1.996], [-3.661, -1.698, 1.792], [-1.712, -2.054, 1.980], [-4.149, -0.774, 0.106], [-4.197, -0.765, 2.983], [-3.844, -1.085, 4.345], [-4.643, -0.182, 5.252], [-7.438, -4.505, 2.297], [-6.112, -4.519, 3.470], [-5.893, -5.267, 1.882], [-6.310, -2.272, 2.389], [-6.112, -3.016, 0.794], [-2.770, -0.930, 4.466], [-4.060, -2.139, 4.535], [-4.429, 0.864, 5.031], [-4.379, -0.376, 6.292], [-5.713, -0.351, 5.127], [4.108, -0.901, -4.275], [3.796, 0.418, -3.307], [2.210, 0.849, -2.769], [2.832, 2.183, -1.794], [4.125, 2.279, -1.894], [4.640, 1.312, -2.752], [6.061, 1.307, -2.881], [6.831, 1.538, -1.749], [8.212, 1.550, -1.851], [8.825, 1.335, -3.078], [8.046, 1.120, -4.205], [6.662, 1.108, -4.115], [1.778, 3.138, -0.860], [6.335, 1.725, -0.807], [8.813, 1.730, -0.968], [9.904, 1.343, -3.157], [8.516, 0.963, -5.167], [6.053, 0.940, -4.990]],
  "nbo_charge": [0.853, -0.477, -0.038, -0.077, -0.479, 0.289, 0.349, -0.501, -0.064, -0.078, -0.488, 0.432, 0.237, 0.233, 0.238, 0.230, 0.430, -0.691, -0.130, 0.195, -0.227, -0.130, -0.244, 0.060, -0.501, 0.491, 0.257, 0.199, 0.234, 0.231, 0.232, 0.225, -0.621, -0.067, -0.832, 1.711, -0.494, -0.550, -0.843, -0.068, -0.621, 0.216, 0.212, 0.219, 0.182, 0.194, 0.196, 0.184, 0.212, 0.217, 0.213, -0.247, -0.110, 0.339, -0.109, -0.346, -0.260, 0.131, -0.164, -0.226, -0.216, -0.205, -0.203, -0.432, 0.223, 0.210, 0.211, 0.213, 0.241],
  "total_charge": 0,
  "energy_ev": -131072.8195,
  "s2": 0.762,
  "spin_multiplicity": 2,
  "lumo_ev": [0.1403, 0.1341],
  "homo_ha": [-0.2435, -0.2343],
  "relative_energy_ev": 0.274,
  "gap_ev": [6.77, 6.51]
}

{
  "formula": "C24H28N8O2S",
  "method": "ωB97M-V/def2-TZVPD",
  "elements": ["C", "N", "C", "O", "C", "C", "N", "C", "N", "C", "C", "N", "C", "C", "C", "C", "C", "C", "C", "C", "C", "N", "C", "C", "S", "C", "N", "C", "C", "C", "N", "N", "C", "C", "O", "H", "H", "H", "H", "H", "H", "H", "H", "H", "H", "H", "H", "H", "H", "H", "H", "H", "H", "H", "H", "H", "H", "H", "H", "H", "H", "H", "H"],
  "positions_angstrom": [[5.511, 1.542, -0.853], [4.231, 1.255, -0.225], [3.923, -0.090, 0.022], [4.702, -0.983, -0.266], [2.642, -0.219, 0.632], [1.858, 0.877, 0.944], [0.702, 0.497, 1.521], [0.750, -0.830, 1.558], [-0.191, -1.611, 2.184], [-1.063, -0.887, 3.099], [-2.181, -0.145, 2.367], [-2.944, -1.091, 1.572], [-4.151, -0.524, 0.984], [-3.910, 0.568, -0.031], [-3.696, 1.880, 0.377], [-3.422, 2.872, -0.548], [-3.377, 2.570, -1.898], [-3.607, 1.270, -2.316], [-3.860, 0.275, -1.388], [-2.077, -1.749, 0.615], [-0.990, -2.518, 1.370], [1.907, -1.322, 1.040], [2.389, -2.676, 0.968], [2.582, -3.172, -0.464], [1.036, -3.565, -1.351], [0.550, -2.012, -1.977], [1.345, -0.969, -1.793], [0.925, 0.189, -2.272], [-0.280, 0.317, -2.944], [-1.016, -0.852, -3.102], [-0.613, -2.009, -2.618], [2.242, 2.150, 0.663], [1.373, 3.260, 0.984], [3.454, 2.369, 0.043], [3.826, 3.484, -0.256], [5.353, 2.040, -1.809], [6.024, 0.594, -0.998], [6.097, 2.199, -0.212], [-0.459, -0.179, 3.666], [-1.494, -1.629, 3.775], [-2.850, 0.312, 3.100], [-1.723, 0.645, 1.752], [-4.696, -1.350, 0.517], [-4.754, -0.136, 1.810], [-3.757, 2.131, 1.426], [-3.253, 3.886, -0.215], [-3.175, 3.346, -2.622], [-3.597, 1.035, -3.371], [-4.035, -0.739, -1.721], [-2.666, -2.447, 0.017], [-1.592, -1.027, -0.069], [-0.362, -3.054, 0.662], [-1.459, -3.235, 2.049], [1.707, -3.319, 1.528], [3.376, -2.700, 1.444], [3.135, -4.110, -0.445], [3.128, -2.437, -1.050], [1.588, 1.030, -2.109], [-0.623, 1.264, -3.325], [-1.959, -0.871, -3.630], [1.858, 4.171, 0.638], [0.411, 3.128, 0.489], [1.212, 3.302, 2.061]],
  "nbo_charge": [-0.416, -0.456, 0.659, -0.639, -0.081, 0.370, -0.554, 0.582, -0.453, -0.213, -0.256, -0.444, -0.246, 0.047, -0.228, -0.210, -0.224, -0.205, -0.247, -0.241, -0.227, -0.331, -0.223, -0.540, 0.275, 0.254, -0.499, 0.093, -0.316, 0.095, -0.475, -0.414, -0.413, 0.791, -0.639, 0.211, 0.243, 0.213, 0.221, 0.202, 0.200, 0.203, 0.202, 0.203, 0.210, 0.214, 0.213, 0.207, 0.212, 0.210, 0.170, 0.221, 0.204, 0.225, 0.228, 0.237, 0.279, 0.200, 0.231, 0.198, 0.249, 0.209, 0.209],
  "total_charge": 0,
  "energy_ev": -52195.6588,
  "smiles": "Cn1c(=O)c2c(nc(N3CCN(Cc4ccccc4)CC3)n2CCSc2ncccn2)n(C)c1=O",
  "lumo_ev": 0.5552,
  "homo_ha": -0.2862,
  "gap_ev": 8.34
}